(1)
The ion C3H9N2O2S with charge +1 in a non-equilibrium geometry, computed with ωB97M-V/def2-TZVPD.

Each line ends with the Mulliken charge.
CARTESIAN COORDINATES (ANGSTROEM)
C -2.27916 0.60538 -0.48252  -0.595
C -1.16995 -1.49329 0.44559  -0.826
C 2.72678 1.16281 -0.21456  -0.765
N 0.00837 0.67758 0.27667  -0.309
N -1.26230 -0.06829 0.13792  0.368
O 1.79428 -0.64287 1.54922  -0.502
O 1.31541 -1.15111 -0.85658  -0.558
S 1.55460 -0.22382 0.24275  1.118
H -2.27345 0.68736 -1.58206  0.356
H -2.22082 1.72717 -0.15053  0.306
H -3.21488 0.13059 -0.34216  0.298
H -2.21449 -1.88714 0.64893  0.328
H -0.52949 -1.60605 1.30777  0.332
H -0.78833 -2.03222 -0.47391  0.407
H 2.94476 1.35861 -1.23088  0.356
H 2.06020 1.83939 0.25259  0.329
H 3.54847 0.91590 0.47177  0.357

Net charge: +1
SMILES: C[N+](C)=NS(C)(=O)=O
Strongest force on any atom: 9.48 eV/Å
DFT total energy: -21155.12583 eV
Frontier orbital gap (spin up / spin down): 8.23 / 8.34 eV
HOMO level (spin up / spin down): -0.57800 / -0.57034 hartree
Lowest unoccupied orbital energy (spin up / spin down): -7.50 / -7.18 eV

---

(2)
The molecule C5H10O, computed with ωB97M-V/def2-TZVPD.

Each line ends with the Mulliken charge.
CARTESIAN COORDINATES (ANGSTROEM)
C -0.67426 1.67272 -1.87294  -1.154
C -0.64204 0.99244 -0.51716  -0.253
O -0.16449 -0.32805 -0.71746  -0.323
C 0.53531 -0.87428 1.49274  0.153
C 0.16513 -2.04360 2.00023  -0.750
C 0.95500 -0.71744 0.06404  -0.614
H -1.01186 2.71232 -1.80023  0.362
H -1.34296 1.12724 -2.54668  0.275
H 0.33049 1.64934 -2.30865  0.287
H -0.00054 1.55159 0.18050  0.321
H -1.64346 0.96775 -0.06047  0.293
H 0.43479 0.04520 2.06962  0.266
H -0.24262 -2.13722 3.00324  0.262
H 0.21506 -2.94777 1.39448  0.238
H 1.78292 0.00522 -0.03690  0.290
H 1.30351 -1.67547 -0.34434  0.346

SMILES: C=CCOCC
Strongest force on any atom: 0.30 eV/Å
DFT total energy: -7393.30041 eV
Frontier orbital gap: 10.74 eV
HOMO level: -0.35183 hartree
Lowest unoccupied orbital energy: 1.17 eV

---

(3)
A structure of composition C25H26Br2N4O4Rh, computed with ωB97M-V/def2-TZVPD.

Each line ends with the Mulliken charge.
CARTESIAN COORDINATES (ANGSTROEM)
Rh -0.14934 -0.60598 -0.45333  0.558
O 3.08307 1.72407 3.17332  -0.641
C 2.61070 2.74765 2.44626  0.482
C 2.97513 4.03222 2.85576  -0.725
C 2.53374 5.13871 2.16576  -0.390
C 1.71358 5.00107 1.04432  -0.728
C 1.34986 3.73979 0.63600  0.092
C 1.78384 2.59554 1.31935  0.010
C 1.34871 1.28587 0.82936  1.069
O 0.56916 1.23402 -0.22070  -0.552
N 1.73948 0.20080 1.45234  -0.895
N 1.20264 -0.92674 0.87486  0.228
C 1.60043 -2.09412 1.29280  -0.220
C 1.08578 -3.33817 0.85550  0.622
C 1.62587 -4.50242 1.46976  -0.893
C 1.21200 -5.75036 1.11987  -0.708
C 0.22667 -5.89407 0.12376  -0.477
C -0.31889 -4.80020 -0.48789  -0.564
C 0.09693 -3.49304 -0.15095  0.600
O -0.45050 -2.50355 -0.81917  -0.561
H 2.76322 0.88749 2.78444  0.513
H 3.61181 4.12428 3.72491  0.452
H 2.82995 6.12456 2.49964  0.392
H 1.37281 5.87380 0.50454  0.443
H 0.71860 3.60068 -0.23000  -0.101
H 2.39229 -2.08599 2.03632  0.386
H 2.38347 -4.37105 2.23261  0.373
H 1.63286 -6.62403 1.59631  0.425
H -0.10029 -6.88504 -0.16258  0.405
H -1.07134 -4.89723 -1.25879  0.452
Br -1.97609 -0.21250 1.11483  0.146
C -3.20604 1.12702 0.37420  -0.604
Br -2.36099 2.74432 -0.13918  0.008
H -3.89045 1.31612 1.19341  0.443
H -3.69208 0.66533 -0.47570  0.355
C -0.24589 4.41524 -2.74482  -0.782
C -1.37843 3.93154 -3.63799  -0.855
N -0.91485 3.30030 -4.86504  0.220
C -0.32175 4.16251 -5.89496  -0.800
C 1.18417 3.98523 -6.01018  -1.084
C -1.10457 2.00569 -5.19243  0.400
O -0.86500 1.54755 -6.29665  -0.618
C -1.62256 1.04077 -4.15209  -0.042
C -2.69375 0.22266 -4.49033  -0.449
C -3.10042 -0.76386 -3.60881  -1.129
C -2.39055 -0.94229 -2.43772  -0.282
N -1.34432 -0.17224 -2.11998  0.531
C -0.97570 0.81405 -2.95129  0.141
H -0.64846 4.80678 -1.80897  0.390
H 0.31508 5.22021 -3.22015  0.426
H 0.45435 3.61071 -2.51270  0.170
H -2.00616 4.78125 -3.92016  0.318
H -2.02610 3.23730 -3.10368  0.342
H -0.57515 5.19047 -5.63407  0.403
H -0.79836 3.92877 -6.84649  0.437
H 1.68268 4.20495 -5.06524  0.270
H 1.58181 4.65902 -6.76899  0.385
H 1.42288 2.96455 -6.30550  0.319
H -3.18125 0.35762 -5.44700  0.558
H -3.93444 -1.41229 -3.83522  0.450
H -2.62785 -1.73545 -1.74069  0.529
H -0.12705 1.40895 -2.63745  0.355

Net charge: +1
Strongest force on any atom: 0.50 eV/Å
DFT total energy: -183584.78059 eV
Frontier orbital gap (spin up / spin down): 5.64 / 5.15 eV
HOMO level (spin up / spin down): -0.39567 / -0.39553 hartree
Lowest unoccupied orbital energy (spin up / spin down): -5.13 / -5.61 eV

---

(4)
A cluster of 2 separate species, C9H9N3O2 in total in a non-equilibrium geometry, computed with ωB97M-V/def2-TZVPD.

Each line ends with the Mulliken charge.
CARTESIAN COORDINATES (ANGSTROEM)
C 0.15157 1.78393 -4.22930  -0.057
C 1.16469 1.43609 -3.38392  -0.350
C 0.84157 0.95942 -2.18936  -0.071
C -0.52780 0.91362 -1.74732  -0.192
C -1.47846 1.40141 -2.69566  -0.686
C -0.60439 -2.24322 1.89175  0.650
C 0.02309 -2.51916 3.14818  -0.560
C 0.45302 -1.53002 3.80007  -0.044
C 0.32432 0.06694 1.93952  0.290
H 0.43425 2.31753 -5.12063  0.360
H 2.20767 1.74220 -3.66029  0.270
H 1.59002 0.87808 -1.32716  0.225
H -0.70400 0.68405 -0.79581  0.597
H -2.53079 1.34298 -2.58746  0.380
H -0.96106 -0.90967 0.53215  0.259
H -0.32959 -3.39000 3.82198  0.282
H 0.79102 -1.71731 4.87226  0.247
H 1.06464 0.26707 3.97450  0.217
N -1.07272 1.64845 -3.93106  -0.546
N -0.25617 -1.12163 1.25247  -0.042
N 0.69326 -0.34571 3.29774  -0.081
O -1.62812 -2.90802 1.54302  -0.635
O 0.35400 1.24296 1.59432  -0.514

SMILES: O=c1cc[nH]c(=O)[nH]1.c1ccncc1
Strongest force on any atom: 6.34 eV/Å
DFT total energy: -18042.41414 eV
Frontier orbital gap: 9.56 eV
HOMO level: -0.33797 hartree
Lowest unoccupied orbital energy: 0.36 eV

---

(5)
A structure of composition C18H21IrN5O3S2 in a non-equilibrium geometry, computed with ωB97M-V/def2-TZVPD.

Each line ends with the Mulliken spin population.
CARTESIAN COORDINATES (ANGSTROEM)
Ir -0.45496 1.09001 -0.40870  2.478
C 1.86056 4.36112 1.78241  0.002
C 1.34425 3.23267 0.94964  -0.053
N 0.10979 3.09989 0.62046  0.182
N -0.78551 4.02195 0.95235  0.050
C -1.99168 3.85143 0.48630  -0.024
N -2.90092 4.79783 0.74100  0.024
S -2.51825 2.49063 -0.46237  0.305
C 2.25909 2.24325 0.37381  0.013
C 3.60049 2.18079 0.73063  0.010
C 4.44290 1.29521 0.08060  0.006
C 3.93249 0.51082 -0.94201  -0.008
C 2.58720 0.61853 -1.23989  0.002
N 1.76052 1.43487 -0.58616  0.097
H 1.04050 5.02393 2.03838  -0.001
H 2.61997 4.92764 1.24086  0.000
H 2.31289 3.98300 2.70119  0.000
H -2.63559 5.62647 1.24650  -0.003
H -3.83995 4.69734 0.40371  0.004
H 3.97674 2.82765 1.50930  0.002
H 5.48837 1.23824 0.35140  0.000
H 4.56310 -0.16415 -1.50186  -0.001
H 2.16050 0.04836 -2.05438  0.002
C -3.84317 -0.66927 0.45087  0.018
N -3.99201 -0.81965 -0.98584  0.011
C -5.31694 -1.22617 -1.42487  0.000
C -3.01727 -0.62886 -1.85950  0.001
O -1.83916 -0.28043 -1.65078  0.042
H -4.10373 -1.60588 0.94597  0.002
H -4.50246 0.12074 0.81084  0.002
H -2.82427 -0.40474 0.69600  -0.010
H -6.06337 -0.53874 -1.02748  0.001
H -5.53997 -2.22919 -1.05811  0.000
H -5.37871 -1.22742 -2.51066  0.000
H -3.32360 -0.83166 -2.89222  0.001
O 2.10583 -5.95553 -1.65389  0.001
C 2.48713 -5.41331 -0.48386  -0.004
O 3.34233 -5.92030 0.17815  0.014
C 1.78345 -4.15574 -0.05661  0.080
C 1.71794 -3.88786 1.30881  -0.037
C 1.09968 -2.74520 1.77089  0.077
C 0.56100 -1.82340 0.86374  -0.054
S -0.15700 -0.36798 1.50582  0.684
C 0.62705 -2.09604 -0.50802  0.137
C 1.23189 -3.25224 -0.96267  -0.029
H 1.35973 -5.49513 -2.04900  0.000
H 2.15908 -4.60060 1.99265  -0.001
H 1.03135 -2.54343 2.83177  -0.004
H 0.16454 -1.41888 -1.21373  -0.018
H 1.29815 -3.42055 -2.03145  0.000

Net charge: +1
Strongest force on any atom: 1.24 eV/Å
DFT total energy: -57102.16257 eV
Expectation value of S²: 6.025
Frontier orbital gap (spin up / spin down): 7.50 / 5.53 eV
HOMO level (spin up / spin down): -0.39585 / -0.40429 hartree
Multiplicity: 5
Lowest unoccupied orbital energy (spin up / spin down): -3.27 / -5.47 eV

---

(6)
The molecule C3H3NO2 in a non-equilibrium geometry, computed with ωB97M-V/def2-TZVPD.

Each line ends with the Mulliken charge.
CARTESIAN COORDINATES (ANGSTROEM)
C -1.21596 -0.30875 0.16643  -0.631
O -0.51748 0.71993 -0.54143  -0.313
C 0.80522 0.82785 -0.52225  0.705
O 1.39509 1.71730 -1.06448  -0.462
C 1.54802 -0.23702 0.20510  0.210
N 2.18887 -1.04017 0.73886  -0.316
H -0.52970 -0.98454 0.68111  0.359
H -1.86747 0.17768 0.89404  0.225
H -1.80659 -0.87228 -0.55737  0.222

SMILES: COC(=O)C#N
Strongest force on any atom: 1.35 eV/Å
DFT total energy: -8743.57408 eV
Frontier orbital gap: 11.80 eV
HOMO level: -0.43185 hartree
Lowest unoccupied orbital energy: 0.05 eV

---

What is the formula in the third record? C25H26Br2N4O4Rh

---

What is the formula in the second record? C5H10O